Here is C21H27BrCrN4OS as an isolated structure from the OMol25 dataset. Energies are from wB97M-V/def2-TZVPD.

Results
Expectation value of S² ... 6.02
Max |F| ... 0.59 eV Å⁻¹
HOMO level (spin up / spin down) ... -7.19 / -7.43 eV
Orbital gap (spin up / spin down) ... 6.542 / 6.612 eV
ΔE to the lowest compared entry with this formula, charge and spin ... 0.0000 eV
Spin multiplicity ... 5
E_LUMO (spin up / spin down) ... -0.6 / -0.8 eV

Atoms and positions in Å:
Cr 2.09129 -1.62391 1.56867
N 5.71858 -1.82982 4.04065
C 4.55706 -1.92966 3.36384
S 4.26514 -0.76615 2.12554
N 3.76195 -2.90870 3.77813
N 2.62196 -2.97731 3.07472
C 1.73503 -3.86150 3.37542
C 0.50275 -3.88126 2.58488
C -0.51447 -4.80094 2.81170
C -1.65248 -4.73374 2.02187
C -1.74914 -3.76121 1.03931
C -0.69400 -2.87602 0.87435
N 0.40046 -2.94061 1.62444
H 6.31171 -1.03236 3.90920
H 5.84961 -2.43111 4.83600
H 1.88237 -4.56009 4.19256
H -0.41652 -5.54526 3.58761
H -2.45892 -5.43801 2.17723
H -2.62345 -3.67854 0.41080
H -0.71115 -2.08350 0.13488
C -1.95324 2.93738 -3.84134
C -0.94170 1.79826 -3.96440
C 0.24436 2.29916 -4.79912
C -1.62061 0.63188 -4.69657
C -0.44145 1.32158 -2.60354
C 0.49986 0.29961 -2.53295
C 0.95305 -0.12822 -1.30606
Br 2.26021 -1.52060 -1.28787
C 0.53160 0.39821 -0.06720
O 0.99955 -0.05707 1.06328
C -0.43589 1.43258 -0.13982
C -0.87487 1.85128 -1.39565
C -1.04677 2.15034 1.07710
C -0.61304 1.62016 2.44987
C -0.65475 3.63423 1.02086
C -2.57561 2.02714 1.01674
H -2.27957 3.24368 -4.83633
H -1.51934 3.80964 -3.35032
H -2.83846 2.63386 -3.28061
H -0.09720 2.63843 -5.77938
H 0.98396 1.51442 -4.95773
H 0.74421 3.13192 -4.30248
H -1.97545 0.95126 -5.67878
H -2.47438 0.26224 -4.12652
H -0.93243 -0.20047 -4.84446
H 0.88651 -0.16366 -3.43000
H -1.60532 2.64697 -1.42016
H 0.45971 1.70773 2.60203
H -0.87771 0.57171 2.58048
H -1.12604 2.20463 3.21784
H 0.42955 3.74435 1.06855
H -1.08927 4.16937 1.86788
H -1.00036 4.11584 0.10627
H -2.87786 0.97881 1.05548
H -2.99727 2.46345 0.11159
H -3.02173 2.53964 1.87155

Mulliken population analysis, charges in e, atoms 1 to 8: atom 1 (Cr): 0.542, atom 2 (N): -0.375, atom 3 (C): 0.582, atom 4 (S): -0.498, atom 5 (N): -1.198, atom 6 (N): 0.656, atom 7 (C): -0.511, atom 8 (C): 0.652